1.
Entry from the OMol25 dataset: a molecular structure, C22H19Cl5IrN4OS2 (ωB97M-V/def2-TZVPD).

```
54
Properties=species:S:1:pos:R:3:forces:R:3
C -1.533 -0.591 -3.043 -0.1 -0.1 -0.1
C 2.849 -2.742 3.563 0.1 0.0 0.0
C -2.657 1.646 -0.237 0.0 0.0 0.0
H 0.807 0.156 -5.920 0.0 0.0 0.0
H 3.544 -1.952 3.295 0.0 0.0 0.0
C -4.016 1.616 1.729 0.1 0.0 -0.1
C -3.852 1.960 0.391 0.0 0.0 0.0
H -3.054 0.755 3.445 0.0 0.0 0.0
H -4.944 1.824 2.242 0.0 0.0 0.0
S -0.081 -2.071 0.400 0.1 -0.1 0.0
Cl 1.408 2.443 -0.111 0.0 -0.2 0.1
C 2.552 3.880 3.427 0.0 -0.1 0.0
C -2.971 1.013 2.398 0.1 0.0 -0.1
H 2.127 1.457 -4.353 0.0 0.0 0.0
Ir 0.036 0.119 -0.637 -0.1 0.1 -0.2
H -0.804 -0.199 3.410 0.0 0.0 0.0
C 1.327 1.547 2.476 0.1 0.2 0.0
H -2.937 -1.344 -4.459 0.0 0.0 0.0
C -1.961 -0.907 -4.312 0.1 0.0 0.1
C 1.855 0.795 -3.530 0.0 0.1 0.0
C -0.676 0.190 2.410 0.0 0.0 0.0
S 1.926 -3.297 2.119 -0.1 -0.1 -0.1
N -1.644 1.049 0.391 0.0 0.1 0.0
H -4.636 2.448 -0.168 0.0 0.0 0.0
H 3.536 -1.919 -2.100 0.0 0.0 -0.1
C 1.668 2.577 1.605 0.0 0.1 0.0
O 2.402 -0.581 -1.001 0.0 0.1 0.0
H 1.804 -1.866 -2.438 0.0 0.0 0.0
C 1.129 -1.887 1.575 0.0 0.2 0.2
Cl 2.636 2.982 5.964 0.0 0.0 0.0
Cl 1.319 0.396 4.928 -0.1 0.0 0.0
H 3.905 0.231 -3.211 0.0 0.0 0.0
C 0.503 0.214 -3.809 0.1 0.0 -0.1
C 2.948 -0.271 -3.373 0.0 0.0 0.0
C 2.271 3.746 2.063 0.0 0.0 0.1
H 2.172 -2.418 4.349 0.0 0.0 0.0
H 3.399 -3.620 3.896 0.0 0.0 0.0
C 1.635 1.680 3.832 0.1 0.0 0.0
Cl 2.678 4.998 0.976 0.0 0.0 0.0
H 3.058 -0.835 -4.302 0.0 0.0 0.0
H -2.503 1.868 -1.285 0.0 0.0 0.0
H -1.406 -0.865 -6.392 0.0 0.0 0.0
C -1.764 0.762 1.716 -0.1 0.0 0.1
H -2.170 -0.775 -2.184 0.0 0.0 0.0
C 2.247 2.839 4.311 0.0 0.0 -0.1
N 0.697 0.342 1.984 0.0 -0.1 0.2
C -1.109 -0.641 -5.377 0.0 0.0 0.1
C 2.685 -1.251 -2.246 0.1 -0.1 0.0
C 0.123 -0.075 -5.115 0.0 0.0 0.0
H 1.806 1.419 -2.636 0.0 0.0 0.0
N -0.328 -0.049 -2.785 0.0 0.0 0.0
Cl 3.293 5.298 4.006 0.0 0.0 0.0
H 3.099 0.067 -0.831 0.0 0.0 0.0
N 1.549 -0.700 2.050 0.0 -0.1 -0.1
```
Forces are in eV/Å.

Properties
**HOMO (alpha / beta)**: -13.883 / -14.347 eV
**Frontier orbital gap (alpha / beta)**: 8.46 / 6.01 eV
**Charge**: +2
**Expectation value of S²**: 8.798
**Largest force on an atom**: 0.27 eV/Å
**Energy**: -4344.99263 Ha
**Molar mass**: 789.04 g mol⁻¹
**Spin multiplicity**: 6



2.
Entry from the OMol25 dataset: a gas-phase ion, C22H19F3NO6S (charge -1) in a non-equilibrium geometry (ωB97M-V/def2-TZVPD).

```
52
Properties=species:S:1:pos:R:3:forces:R:3
C 2.355 1.307 -3.329 -0.1 -0.2 0.4
H -2.159 -2.813 1.429 0.0 -0.2 -0.3
C -3.976 4.542 0.748 0.3 -0.1 -0.9
C -0.134 -1.931 -0.019 -0.4 1.5 -0.9
H 2.466 -4.684 3.416 0.0 -0.1 -0.1
O -1.201 1.978 -2.173 0.0 0.2 0.4
C 2.888 0.245 -1.230 0.3 0.0 0.5
H -0.854 -5.567 0.981 0.0 0.2 0.2
H -0.173 -0.716 -2.290 0.1 0.2 -0.1
C -2.193 2.597 1.070 0.1 -0.2 0.8
H -1.955 -3.679 -0.138 -0.1 0.1 0.3
H 3.840 -2.863 2.566 0.0 -0.2 -0.3
C 3.400 -3.566 1.848 -0.7 0.5 -0.5
C -2.661 3.520 -1.007 -0.6 0.4 -1.0
C -1.615 2.430 -1.120 0.0 0.3 0.3
C -4.579 5.368 -0.228 0.5 -0.5 -0.1
C 1.151 -1.011 0.100 1.3 -2.8 0.0
C 3.232 1.109 -2.251 -0.2 0.0 -0.7
H -0.870 -4.718 2.549 -0.1 0.0 -0.2
H 3.537 0.150 -0.358 -0.3 0.2 -0.6
C -3.001 3.625 0.317 -1.3 0.8 0.6
C -4.226 5.247 -1.594 0.2 -0.2 0.4
O 2.163 -2.981 1.307 0.4 -0.2 0.1
O -1.091 -1.580 -0.706 1.2 -0.7 0.9
C -1.404 -4.846 1.599 0.0 -0.5 0.2
F 2.255 1.390 1.637 -0.2 1.2 -0.2
S 0.115 0.520 0.659 -2.3 -0.2 -0.4
C 1.671 -0.440 -1.230 -0.3 0.3 -0.2
N -1.278 2.092 0.171 -1.0 0.4 0.8
F 1.393 2.777 0.106 0.2 -0.6 1.1
C 0.799 -0.251 -2.311 0.4 0.1 0.1
O 3.444 -1.237 0.945 -1.4 -0.3 0.0
F 0.512 2.681 2.104 0.8 -0.5 -0.7
O -0.211 -3.003 0.773 -0.4 0.2 -0.1
C -3.268 4.301 -2.000 0.1 -0.1 0.5
H -2.386 -5.279 1.808 0.1 0.1 0.0
H -4.709 5.894 -2.333 0.2 -0.2 0.3
C -1.555 -3.541 0.872 0.5 0.1 -0.1
H -5.325 6.111 0.066 0.2 -0.3 -0.1
H 2.614 1.998 -4.133 -0.1 -0.1 0.2
C 3.010 -4.868 2.485 0.0 -0.2 0.3
H 4.187 1.634 -2.183 -0.3 -0.1 -0.1
H 2.396 -5.483 1.822 0.0 0.1 0.0
H 3.915 -5.428 2.729 0.0 0.0 0.0
H 4.090 -3.708 1.006 -0.1 0.1 0.3
C 2.327 -1.738 0.816 1.6 0.9 0.5
C 1.097 1.929 1.134 0.8 -0.3 0.0
H -4.235 4.595 1.799 -0.1 0.1 -0.1
H -2.973 4.159 -3.045 -0.2 0.1 0.4
O -2.353 2.280 2.258 0.3 0.6 -1.8
C 1.126 0.636 -3.327 0.7 -0.1 -0.3
H 0.401 0.819 -4.114 0.1 0.0 0.1
```
Forces are in eV/Å.

Properties
**HOMO**: -4.545 eV
**Frontier orbital gap**: 7.27 eV
**Charge**: -1
**Largest force on an atom**: 3.05 eV/Å
**Energy**: -2053.76185 Ha
**Molar mass**: 482.46 g mol⁻¹



3.
Entry from the OMol25 dataset: a molecular structure, C22H19F5NO2OsS2Si in a non-equilibrium geometry (ωB97M-V/def2-TZVPD).

```
53
Properties=species:S:1:pos:R:3:forces:R:3
C -1.670 -1.222 -1.867 0.1 -0.2 0.1
O -3.602 -1.659 0.973 0.1 0.1 0.1
C -1.032 1.960 0.787 0.1 0.0 0.0
C 0.444 2.864 -2.466 -0.1 0.0 0.0
H -0.340 2.532 -3.150 0.0 0.0 0.0
C -3.898 0.194 -2.611 -0.1 0.0 0.0
C 2.757 -3.196 3.469 0.0 0.0 0.1
C 2.141 -3.004 2.225 0.2 -0.2 0.0
C 1.016 1.692 -1.662 0.0 -0.2 0.1
H 1.917 2.913 -0.075 0.0 0.0 0.0
C 4.118 -3.417 3.586 -0.1 0.0 0.0
S -3.306 -3.012 0.579 -0.1 -0.5 -0.2
C -2.704 -1.886 -2.515 -0.1 0.1 0.0
F 2.425 -2.916 -0.131 0.1 0.0 0.2
H 2.627 1.309 -0.241 0.0 0.0 0.0
H -1.100 5.063 2.166 0.0 0.0 0.0
H -3.215 1.541 3.360 0.0 0.0 0.0
C -3.824 -1.163 -2.896 0.1 -0.1 0.0
C -1.932 1.340 1.660 -0.1 -0.1 -0.1
O 0.330 -0.512 0.094 -0.1 0.2 -0.1
H 1.910 -0.257 -2.117 0.0 0.0 0.0
H 2.983 2.557 -1.430 0.0 0.0 -0.1
C -2.218 3.381 2.885 0.0 0.0 0.0
H 0.031 3.655 -1.838 0.0 0.0 0.0
C -1.333 4.017 2.027 0.0 0.0 0.1
H 2.306 1.017 -3.263 0.0 0.0 0.0
Si -0.333 0.950 -0.593 0.0 0.0 -0.1
C -0.744 3.311 0.991 0.1 0.0 -0.1
C 2.953 -3.059 1.093 0.1 0.0 -0.2
C 4.898 -3.449 2.438 0.2 0.0 0.0
F 6.201 -3.651 2.531 -0.3 0.0 0.0
N -1.847 -3.354 0.323 0.3 1.1 0.3
F 4.678 -3.593 4.772 -0.1 0.0 -0.1
H -2.674 3.932 3.696 0.0 0.0 0.0
S 0.426 -2.671 2.271 -0.3 0.1 -0.1
C -2.864 0.834 -1.949 0.1 0.0 0.1
H -4.633 -1.652 -3.420 0.0 0.0 0.0
F 5.072 -3.313 0.099 -0.1 0.0 0.1
C -2.518 2.038 2.700 0.0 0.1 0.0
H -0.750 -1.840 -1.722 0.1 0.2 -0.2
C 4.317 -3.271 1.189 -0.1 0.0 -0.1
H -0.051 3.831 0.342 0.0 0.0 0.0
H 1.237 3.307 -3.071 0.0 0.0 0.0
H -2.626 -2.942 -2.736 0.0 0.0 0.0
C 1.506 0.613 -2.639 -0.1 0.0 0.0
H -4.778 0.754 -2.898 0.0 0.0 0.0
H -2.960 1.885 -1.711 0.0 0.0 0.0
H 0.709 0.278 -3.305 0.0 0.0 0.0
H -2.200 0.300 1.520 0.0 -0.1 0.0
C -1.717 0.139 -1.561 0.0 -0.1 0.0
F 2.019 -3.159 4.574 0.1 0.0 -0.1
C 2.196 2.145 -0.795 0.0 0.0 0.1
Os -0.348 -2.153 0.315 -0.1 -0.6 0.2
```
Forces are in eV/Å.

Properties
**HOMO (alpha / beta)**: -12.100 / -12.106 eV
**Frontier orbital gap (alpha / beta)**: 6.08 / 5.76 eV
**Charge**: +1
**Largest force on an atom**: 1.15 eV/Å
**Energy**: -2730.54717 Ha
**Molar mass**: 706.84 g mol⁻¹



Look up the charge of the first one.
+2



What is the formula in the first record?
C22H19Cl5IrN4OS2